The following is a quantum chemistry calculation of a molecular structure, C23H16Cl64INO2P in a non-equilibrium geometry, from OMol25.

Structure (ORCA input):
```
! RIJCOSX wB97M-V def2-TZVPD def2/J DEFGRID3
* xyz -1 1
Cl -8.812 -9.540 1.189
C -3.553 -0.969 2.658
Cl 6.346 14.764 -1.906
Cl -2.683 -5.944 2.781
Cl 4.419 -5.496 5.704
H -3.594 1.088 1.909
H -1.512 -1.525 3.272
Cl -2.320 -2.781 -4.035
C -2.533 -2.011 3.319
C 2.635 -2.440 1.184
Cl 6.026 -10.830 6.305
H 1.732 -4.489 0.864
Cl 3.838 -2.913 -0.926
Cl -5.194 -2.816 -3.657
C 6.229 2.797 -3.503
H 3.734 -2.312 1.016
H 2.124 -0.171 0.145
Cl -3.669 -2.462 -9.257
Cl -3.034 9.588 5.701
Cl -1.553 7.229 4.900
Cl 4.017 7.973 -0.713
C -6.984 -3.544 2.849
H -4.185 -0.563 3.508
C 5.654 -9.129 6.650
Cl -9.185 -12.407 1.357
Cl 4.210 -9.035 7.675
C -8.829 -11.053 0.267
O -0.034 0.110 1.134
Cl -4.274 -6.220 0.376
O 0.709 -1.895 -0.400
Cl 8.006 13.396 -3.846
Cl -4.350 7.008 5.618
Cl -3.912 -0.468 -4.774
Cl -0.343 10.823 -1.170
Cl 5.417 -3.052 6.903
Cl 0.985 8.330 -0.527
Cl -8.646 -7.620 -1.794
Cl 6.262 15.549 -4.693
H -2.463 -2.878 2.597
Cl -0.788 -2.770 -9.239
C 5.554 6.152 -6.950
H 2.080 -4.027 2.676
Cl 4.077 6.061 -5.963
Cl -1.962 -0.121 -9.286
Cl 1.541 9.667 -3.039
C -1.086 -0.654 0.542
Cl 3.742 -2.930 4.542
C 1.605 4.978 2.657
Cl 7.025 -8.382 7.492
C 5.082 8.392 -2.071
Cl -10.398 -5.866 -0.294
H -4.268 -1.499 1.969
H -1.190 -1.698 -1.423
Cl -8.245 -2.296 2.869
Cl 6.769 8.082 -1.616
Cl -1.025 8.403 -2.609
C 6.438 14.180 -3.578
C 0.292 9.305 -1.835
Cl 0.674 3.614 2.018
Cl -2.153 -1.747 -6.896
Cl -6.016 -3.431 4.330
Cl 5.168 1.895 -4.605
Cl -7.570 -5.275 -0.482
Cl -7.741 -5.148 2.760
Cl 5.136 13.011 -3.868
H -3.142 -0.697 0.147
Cl 2.162 6.021 1.329
Cl 4.663 7.392 -3.472
Cl 5.215 7.083 -8.422
H 0.108 -0.288 -1.426
C 5.232 -3.007 -2.036
Cl 4.872 -2.118 -3.532
C -0.431 -1.105 -0.856
Cl 7.758 3.176 -4.322
Cl -7.244 -11.302 -0.488
Cl -3.531 -1.134 -1.982
Cl 6.564 1.817 -2.068
H 0.623 -1.753 1.983
C -2.838 0.249 1.946
Cl 5.355 -8.268 5.130
Cl -1.853 -4.622 0.341
C 2.112 -3.724 1.590
N -2.444 -0.050 0.542
Cl 2.599 -3.710 7.085
Cl 6.848 6.947 -6.035
C -8.970 -5.935 -1.345
H -1.990 0.613 2.578
C 4.044 -3.795 6.056
Cl -10.076 -10.965 -0.992
Cl -2.371 7.558 7.660
C -2.826 7.845 5.969
Cl 6.065 4.517 -7.399
Cl 5.562 -4.709 -2.433
Cl -1.683 -7.505 0.555
Cl 6.663 -2.297 -1.256
Cl 3.004 4.377 3.563
H -1.279 -1.684 0.998
Cl -9.267 -4.979 -2.811
C -2.622 -6.072 1.013
H -2.817 -2.327 4.352
Cl -5.933 -3.299 1.439
P 1.331 -1.016 0.985
Cl 5.431 4.300 -3.005
Cl 0.563 5.930 3.740
C -3.739 -1.799 -3.613
I 2.264 0.301 2.951
Cl 4.892 10.110 -2.477
C -2.143 -1.775 -8.668
*
```

The strongest force on any atom is 3.24 eV/A. The HOMO energy is -3.9737 eV. For the HOMO-LUMO gap, the calculation gives 0.18510 Eh. For the electronic energy, the calculation gives -31182.17100 a.u.